*one*
Computed, not measured: a 2-piece molecular cluster, C2H5IN2O2 overall, with ωB97M-V/def2-TZVPD.

Calculated values
spin multiplicity	1
SMILES string	C/C=N\O.O=NI
molar mass	215.98	g/mol
LUMO energy	-0.283	eV
net charge	0
highest occupied orbital energy	-8.83	eV

Last column: Löwdin charge in e.
CARTESIAN COORDINATES (ANGSTROEM)
C1 -1.58260 -0.46236 -0.66246  -0.07
C2 -0.44277 0.31880 -0.16036  -0.24
N1 2.24170 1.38943 -0.11108  -0.59
N2 0.30667 0.11897 0.82765  -0.16
O1 0.28015 -1.02725 1.44949  -0.08
O2 2.24405 2.26611 0.66198  -0.09
I1 3.40359 -0.25016 0.09852  0.73
H1 -1.36642 -1.51419 -0.55586  0.06
H2 -1.72691 -0.30868 -1.68848  0.05
H3 -2.65328 -0.27608 -0.34410  0.12
H4 -0.31098 1.39358 -0.43056  0.12
H5 -0.39319 -1.64817 0.91524  0.14


*two*
Computed, not measured: a 2-piece molecular cluster, C2H5IN2O2 overall, with ωB97M-V/def2-TZVPD.

Calculated values
spin multiplicity	1
SMILES string	C/C=N/N=O.OI
molar mass	215.98	g/mol
LUMO energy	-0.293	eV
net charge	0
highest occupied orbital energy	-9.02	eV

Last column: Löwdin charge in e.
CARTESIAN COORDINATES (ANGSTROEM)
C1 1.91218 -1.03988 0.18048  -0.03
C2 0.57872 -0.31287 0.71957  -0.07
N1 -0.39428 1.86904 0.38675  -0.09
N2 0.00766 0.72957 0.32619  0.05
O1 -2.51554 0.43707 -1.64663  -0.79
O2 -1.26807 2.35200 -0.29878  -0.06
I1 -3.52951 -0.44527 -0.23237  0.80
H1 2.32610 -1.75688 0.87538  0.06
H2 2.78438 -0.37197 0.17081  0.07
H3 1.74604 -1.44009 -0.78799  0.06
H4 0.19346 -0.99162 1.46615  0.11
H5 -1.84114 0.97090 -1.15957  -0.10


Least stable of them? *one*.


*one*
Computed, not measured: one molecule with the formula C3HF3S, with ωB97M-V/def2-TZVPD.

Calculated values
spin multiplicity	1
SMILES string	C#CSC(F)(F)F
molar mass	126.10	g/mol
LUMO energy (spin up / spin down)	-0.541 / -0.541	eV
net charge	0
highest occupied orbital energy (spin up / spin down)	-9.20 / -9.20	eV

Last column: Löwdin charge in e.
CARTESIAN COORDINATES (ANGSTROEM)
C1 2.09161 -0.28522 -0.26701  0.02
C2 1.33231 -0.06326 0.61716  -0.67
C3 -1.36089 0.14609 0.01201  -0.68
F1 -1.38678 1.45961 -0.28918  0.11
F2 -2.57121 -0.18792 0.40245  0.14
F3 -0.87042 -0.51656 -0.98121  0.16
S1 0.07348 -0.16979 1.72241  0.85
H1 2.69190 -0.38295 -1.21662  0.07


*two*
Computed, not measured: one molecule with the formula C3HF3S, with ωB97M-V/def2-TZVPD.

Calculated values
spin multiplicity	1
SMILES string	FC(F)(F)C1=CS1
molar mass	126.10	g/mol
LUMO energy	0.324	eV
net charge	0
highest occupied orbital energy	-8.37	eV

Last column: Löwdin charge in e.
CARTESIAN COORDINATES (ANGSTROEM)
C1 -1.02647 -1.88012 1.15017  -0.15
C2 -1.42973 -0.93753 0.34822  -0.51
C3 -2.82203 0.12361 0.06114  -0.50
F1 -2.82965 0.68124 -1.13362  0.16
F2 -3.85307 -0.82523 0.12607  0.07
F3 -3.04762 1.07639 0.96133  0.16
S1 -0.11491 -1.64022 -0.59651  0.71
H1 -0.77508 -2.61895 1.85416  0.06


Least stable of them? *two*.


*one*
Computed, not measured: a 2-piece molecular cluster, C5H10 overall, with ωB97M-V/def2-TZVPD.

Calculated values
spin multiplicity	1
molar mass	70.13	g/mol
LUMO energy (spin up / spin down)	0.931 / 0.519	eV
net charge	0
highest occupied orbital energy (spin up / spin down)	-7.83 / -7.93	eV

Last column: Löwdin charge in e.
CARTESIAN COORDINATES (ANGSTROEM)
C1 1.80757 1.29070 -0.12693  -0.09
C2 1.19059 0.16030 -0.01854  -0.22
C3 1.45177 -1.29279 0.08641  -0.15
C4 -2.25082 -0.30217 -0.20692  -0.16
C5 -1.35740 0.80982 0.17239  -0.03
H1 1.39848 2.27830 -0.39396  0.05
H2 3.00168 1.33641 -0.04848  0.10
H3 2.51494 -1.65167 -0.27945  0.10
H4 1.43531 -1.46442 1.23935  0.09
H5 0.61013 -1.99838 -0.40612  0.10
H6 -2.35897 -0.46588 -1.22902  0.04
H7 -1.76208 -1.25195 0.05142  0.07
H8 -3.17814 -0.04278 0.20377  0.06
H9 -0.88368 0.78634 1.07634  0.00
H10 -1.61938 1.80818 -0.12024  0.05


*two*
Computed, not measured: a 2-piece molecular cluster, C5H10 overall, with ωB97M-V/def2-TZVPD.

Calculated values
spin multiplicity	1
SMILES string	C=CC.C=C
molar mass	70.13	g/mol
LUMO energy	1.173	eV
net charge	0
highest occupied orbital energy	-9.55	eV

Last column: Löwdin charge in e.
CARTESIAN COORDINATES (ANGSTROEM)
C1 2.02451 0.14406 -0.11672  -0.11
C2 2.43923 -1.10634 -0.04826  -0.07
H1 1.47541 0.53975 0.73230  0.03
H2 2.42444 0.94090 -0.74134  0.06
H3 2.54963 -1.64077 0.89603  0.05
H4 3.04554 -1.59028 -0.81312  0.05
C3 -1.46538 0.77818 1.01970  -0.11
C4 -1.14920 0.38625 -0.41793  -0.25
C5 -1.99094 -0.34687 -1.12262  -0.02
H5 -1.77915 1.82159 1.09605  0.07
H6 -2.26171 0.14951 1.41509  0.07
H7 -0.58234 0.63450 1.65529  0.06
H8 -0.21284 0.78014 -0.77993  0.06
H9 -1.67548 -0.65577 -2.11615  0.05
H10 -2.84172 -0.83485 -0.65837  0.06


*three*
Computed, not measured: a 2-piece molecular cluster, C5H10 overall, with ωB97M-V/def2-TZVPD.

Calculated values
spin multiplicity	1
SMILES string	C=CC.C=C
molar mass	70.13	g/mol
LUMO energy	1.212	eV
net charge	0
highest occupied orbital energy	-9.52	eV

Last column: Löwdin charge in e.
CARTESIAN COORDINATES (ANGSTROEM)
C1 0.48520 2.33991 0.74052  -0.09
C2 0.24513 2.48414 -0.52215  -0.10
C3 -0.48568 -0.96533 -1.01568  -0.12
C4 0.16429 -2.47529 0.90555  -0.02
C5 -0.59781 -1.49199 0.36680  -0.25
H1 -0.13673 1.67693 1.26556  0.02
H2 1.27088 2.81317 1.40547  0.08
H3 -0.43700 1.90589 -1.16331  0.05
H4 0.39863 -1.57895 -1.41242  0.10
H5 -0.06190 0.02203 -0.87712  0.02
H6 -1.22755 -0.94132 -1.74633  0.05
H7 0.87333 -3.06786 0.35634  0.04
H8 0.03651 -2.86254 1.93134  0.05
H9 0.88664 3.11121 -1.16651  0.06
H10 -1.41395 -0.96998 0.93194  0.10


*four*
Computed, not measured: one molecule with the formula C5H10, with ωB97M-V/def2-TZVPD.

Calculated values
spin multiplicity	1
SMILES string	C/C=C/CC
molar mass	70.13	g/mol
LUMO energy	1.231	eV
net charge	0
highest occupied orbital energy	-9.38	eV

Last column: Löwdin charge in e.
CARTESIAN COORDINATES (ANGSTROEM)
C1 0.34687 -1.44694 -1.69356  -0.14
C2 0.55625 0.10635 -1.40458  -0.20
C3 0.43851 0.31807 0.14245  -0.12
C4 -0.59975 0.68611 0.79335  -0.24
C5 -0.75962 1.00944 2.17789  -0.12
H1 0.49649 -1.87016 -2.89752  0.12
H2 1.14620 -2.12523 -1.25987  0.05
H3 -0.72204 -1.78772 -1.28175  0.09
H4 -0.08921 0.61770 -1.88665  0.02
H5 1.53563 0.22555 -1.68172  0.06
H6 1.40703 0.12454 0.75460  0.14
H7 -1.47283 0.98138 0.26651  0.10
H8 -1.11202 1.97928 2.44801  0.07
H9 -1.39809 0.49861 2.84256  0.05
H10 0.22658 0.68302 2.68028  0.11


Least stable of them? *one*.


*one*
Computed, not measured: one molecule with the formula C5H10, with ωB97M-V/def2-TZVPD.

Calculated values
spin multiplicity	1
SMILES string	CCC1CC1
molar mass	70.13	g/mol
LUMO energy	1.311	eV
net charge	0
highest occupied orbital energy	-10.08	eV

Last column: Löwdin charge in e.
CARTESIAN COORDINATES (ANGSTROEM)
C1 -0.86842 0.10975 -1.49068  -0.10
C2 -1.03698 0.64001 -0.05263  -0.21
C3 0.15120 0.39878 0.88556  -0.30
C4 1.49207 -0.03703 0.35914  -0.14
C5 0.63102 -1.00654 1.11788  -0.13
H1 -1.54050 -0.72108 -1.71768  0.07
H2 -1.03414 0.88867 -2.23956  0.07
H3 0.14334 -0.25243 -1.66975  0.04
H4 -1.24266 1.71704 -0.08541  0.10
H5 -1.92051 0.17669 0.40691  0.10
H6 0.16527 1.06285 1.75123  0.13
H7 2.41575 0.33415 0.79242  0.10
H8 1.56972 -0.20067 -0.70817  0.07
H9 0.13355 -1.78407 0.54110  0.10
H10 0.94129 -1.32612 2.10963  0.10


*two*
Computed, not measured: a 2-piece molecular cluster, C5H10 overall, with ωB97M-V/def2-TZVPD.

Calculated values
spin multiplicity	1
molar mass	70.13	g/mol
LUMO energy	0.873	eV
net charge	0
highest occupied orbital energy	-8.09	eV

Last column: Löwdin charge in e.
CARTESIAN COORDINATES (ANGSTROEM)
C1 2.55984 0.17947 0.55334  -0.04
C2 -0.50634 0.29352 0.56190  -0.12
C3 -0.91025 -1.07148 0.25018  -0.17
C4 -2.03721 -0.06084 -0.24753  -0.17
C5 -0.86926 0.92635 -0.69939  -0.17
H1 3.00635 1.10890 0.18915  0.02
H2 3.20195 -0.26468 1.31818  0.02
H3 2.44553 -0.52182 -0.27986  0.02
H4 1.58373 0.40012 0.99437  -0.02
H5 -0.55870 -1.58435 -0.65620  0.11
H6 -1.10062 -1.75967 1.07432  0.10
H7 -2.78043 0.28978 0.46133  0.11
H8 -2.49542 -0.47642 -1.14116  0.12
H9 -1.02236 2.00578 -0.71450  0.10
H10 -0.51682 0.53535 -1.66412  0.11


*three*
Computed, not measured: a 2-piece molecular cluster, C5H10 overall, with ωB97M-V/def2-TZVPD.

Calculated values
spin multiplicity	1
SMILES string	C=CC.C=C
molar mass	70.13	g/mol
LUMO energy	1.157	eV
net charge	0
highest occupied orbital energy	-8.80	eV

Last column: Löwdin charge in e.
CARTESIAN COORDINATES (ANGSTROEM)
C1 -0.07772 2.27616 -0.58815  -0.10
C2 1.05888 2.23185 0.09873  -0.08
H1 -1.04881 2.47436 -0.14691  0.05
H2 -0.13381 2.07954 -1.65561  0.05
H3 0.99491 2.00242 1.15653  0.05
H4 1.99815 2.54891 -0.33108  0.05
C3 -1.28959 -1.11519 -0.24370  -0.13
C4 -0.27930 -1.86198 0.56315  -0.25
C5 1.03115 -1.91412 0.33565  -0.03
H5 -2.22707 -1.69005 -0.27786  0.07
H6 -0.87018 -0.70073 -1.15385  0.07
H7 -1.72097 -0.30702 0.36053  0.07
H8 -0.67049 -2.20719 1.52000  0.09
H9 1.83727 -1.81180 1.04904  0.05
H10 1.39758 -2.00518 -0.68646  0.05


Least stable of them? *two*.